{"formula": "C4H10ClN", "method": "the ωB97M-V functional and the def2-TZVPD basis", "smiles": "CNC[C@@H](C)Cl", "energy_ha": -673.3157, "gap_ha": 0.3763, "mol_weight_g_mol": 107.58, "e_lumo_ev": 0.99, "homo_energy_ev": -9.24, "e_above_lowest_kj_mol": 114.9, "symbols": ["C", "H", "C", "H", "H", "C", "H", "H", "H", "C", "H", "Cl", "N", "H", "H", "H"], "positions_angstrom": [[0.118, -0.095, -0.188], [2.283, -0.890, -1.289], [-2.072, 1.116, -0.069], [1.283, -0.533, 1.311], [2.733, 0.511, -0.110], [2.391, -0.640, -0.206], [0.587, 0.920, -0.211], [0.100, -0.321, -1.255], [-2.218, 1.075, -1.199], [-1.322, -0.117, 0.374], [-3.117, 1.032, 0.359], [-2.156, -1.614, -0.095], [1.139, -0.920, 0.369], [3.090, -1.243, 0.418], [-1.262, -0.242, 1.457], [-1.578, 1.961, 0.336]]}

{"formula": "C4H10ClN3", "method": "the ωB97M-V functional and the def2-TZVPD basis", "smiles": "[H]/N=C(/C)[C@H](Cl)N(C)N", "energy_ha": -782.7701, "gap_ha": 0.3546, "mol_weight_g_mol": 135.60, "e_lumo_ev": 0.75, "homo_energy_ev": -8.90, "e_above_lowest_kj_mol": 239.5, "symbols": ["N", "H", "H", "N", "H", "H", "H", "N", "Cl", "H", "H", "C", "H", "H", "C", "C", "H", "C"], "positions_angstrom": [[-1.807, -0.472, 0.920], [0.638, 0.021, 1.669], [1.823, -0.511, -1.792], [1.857, 1.935, 0.328], [1.750, 1.940, 1.364], [-0.182, -1.008, -2.009], [-1.962, -0.999, -1.612], [-0.811, -0.155, -0.034], [1.282, -1.905, 0.611], [-1.765, 0.303, 1.606], [1.422, 1.085, -2.209], [0.671, -0.174, 0.622], [3.109, 0.790, -1.681], [-1.923, -1.404, 1.393], [1.566, 0.800, -0.169], [2.064, 0.436, -1.550], [-0.726, -2.076, -1.043], [-0.933, -1.013, -1.215]]}

{"formula": "C4H10F2", "method": "the ωB97M-V functional and the def2-TZVPD basis", "smiles": "CCF.CCF", "energy_ha": -358.0899, "gap_ha": 0.4577, "mol_weight_g_mol": 96.12, "e_lumo_ev": 1.10, "homo_energy_ev": -11.36, "e_above_lowest_kj_mol": 76.1, "symbols": ["H", "F", "H", "H", "H", "H", "C", "H", "H", "C", "H", "H", "F", "C", "H", "C"], "positions_angstrom": [[-1.415, -0.417, 1.295], [-2.044, -1.310, -0.402], [-0.992, 1.786, 0.161], [-1.605, 1.114, -1.363], [-2.915, 0.223, 0.581], [0.206, -0.204, 0.869], [-1.910, -0.153, 0.353], [2.835, -0.401, -0.709], [-0.112, 0.475, -0.652], [1.052, -0.757, 0.445], [2.408, 0.916, 0.407], [1.558, -1.293, 1.256], [0.548, -1.698, -0.443], [-1.105, 0.867, -0.422], [1.486, 0.684, -1.094], [2.003, 0.167, -0.282]]}

{"formula": "C4H10I2NO", "method": "the ωB97M-V functional and the def2-TZVPD basis", "total_charge": 1, "spin_multiplicity": 3, "energy_ha": -883.3305, "s2": 2.0077, "gap_ha": [0.2247, 0.1786], "mol_weight_g_mol": 341.94, "e_lumo_ev": [-3.90, -7.98], "homo_energy_ev": [-10.01, -12.84], "symbols": ["H", "I", "H", "H", "H", "C", "H", "H", "H", "C", "N", "O", "H", "C", "H", "I", "H", "C"], "positions_angstrom": [[1.406, -0.719, -0.981], [-0.005, 1.334, 5.327], [2.858, 0.333, 0.833], [-1.411, 0.770, 5.470], [-0.801, -1.839, -2.410], [0.824, 0.616, 0.200], [1.993, -1.050, 1.091], [0.189, 0.357, -2.905], [-0.987, 1.110, -1.770], [-0.285, 0.296, -1.973], [0.751, 0.030, -0.955], [-1.879, -0.989, -0.768], [-2.031, -0.667, -2.816], [1.872, 0.011, 1.172], [1.813, 0.352, 2.311], [-0.263, 2.301, 0.797], [-2.745, -1.387, -0.650], [-1.299, -0.858, -1.971]]}

{"formula": "C4H10I2Si", "method": "the ωB97M-V functional and the def2-TZVPD basis", "energy_ha": -1043.2049, "gap_ha": [0.3088, 0.1627], "mol_weight_g_mol": 340.02, "e_lumo_ev": [-1.21, -2.96], "homo_energy_ev": [-9.62, -7.39], "e_above_lowest_kj_mol": 457.3, "symbols": ["C", "I", "H", "H", "H", "H", "H", "H", "C", "C", "Si", "I", "H", "H", "C", "H", "H"], "positions_angstrom": [[0.472, 0.009, 0.134], [-4.964, 0.215, 0.132], [0.296, -1.277, -1.459], [2.619, 0.135, 0.085], [-0.345, 0.305, -1.856], [0.753, -1.405, 1.920], [1.427, -1.923, 0.332], [1.751, 1.704, 0.579], [-0.320, -0.414, -1.125], [1.791, 0.822, -0.107], [-0.969, 1.139, 0.910], [-0.986, 3.398, -0.054], [-1.256, -0.762, -0.925], [-0.367, -1.888, 0.772], [0.607, -1.392, 0.896], [-2.295, 0.334, 0.965], [1.787, 1.000, -1.199]]}

{"formula": "C4H10IN2O2", "method": "the ωB97M-V functional and the def2-TZVPD basis", "total_charge": -1, "energy_ha": -716.2483, "gap_ha": 0.2547, "mol_weight_g_mol": 245.04, "e_lumo_ev": 3.05, "homo_energy_ev": -3.88, "e_above_lowest_kj_mol": 72.1, "symbols": ["O", "H", "C", "H", "I", "H", "H", "H", "H", "N", "O", "H", "H", "C", "C", "H", "H", "N", "C"], "positions_angstrom": [[-11.258, 19.526, -6.435], [-6.624, 19.076, -4.691], [-10.634, 21.497, -5.281], [-4.917, 20.152, -5.840], [-9.151, 15.729, -4.860], [-5.964, 20.936, -7.058], [-4.693, 19.803, -7.536], [-7.543, 17.777, -5.350], [-10.131, 21.794, -4.355], [-6.791, 18.462, -5.468], [-6.928, 18.422, -7.741], [-9.945, 19.701, -3.575], [-10.249, 18.248, -4.479], [-6.462, 18.881, -6.721], [-5.452, 20.015, -6.785], [-10.095, 21.930, -6.121], [-11.633, 21.932, -5.268], [-10.198, 19.264, -4.441], [-10.738, 20.001, -5.446]]}

{"formula": "C4H10IN4", "method": "the ωB97M-V functional and the def2-TZVPD basis", "total_charge": 1, "energy_ha": -674.7413, "gap_ha": [0.2616, 0.2880], "mol_weight_g_mol": 241.06, "e_lumo_ev": [-5.51, -5.02], "homo_energy_ev": [-12.63, -12.85], "e_above_lowest_kj_mol": 430.3, "symbols": ["N", "C", "C", "H", "H", "H", "I", "H", "N", "H", "C", "N", "H", "C", "N", "H", "H", "H", "H"], "positions_angstrom": [[-0.564, 0.983, -0.211], [0.627, 1.292, 0.080], [-0.085, -1.344, 0.446], [0.215, 3.320, -0.419], [-0.056, -1.550, 1.503], [-1.351, -0.669, -1.140], [3.285, -0.115, 0.036], [1.517, 3.099, 0.775], [-2.290, -0.395, 0.672], [-2.111, -0.205, 1.652], [1.067, 2.711, -0.136], [1.494, 0.448, 0.675], [1.814, 2.727, -0.930], [-1.081, -0.397, -0.106], [0.721, -2.179, -0.399], [0.390, -2.141, -1.371], [-2.917, 0.322, 0.323], [1.760, -1.856, -0.392], [0.714, -3.153, -0.078]]}

{"formula": "C4H10INO2", "method": "the ωB97M-V functional and the def2-TZVPD basis", "energy_ha": -661.0924, "gap_ha": [0.3553, 0.2454], "mol_weight_g_mol": 231.03, "e_lumo_ev": [0.64, -0.06], "homo_energy_ev": [-9.02, -6.74], "e_above_lowest_kj_mol": 317.0, "symbols": ["H", "C", "O", "H", "H", "N", "C", "C", "I", "H", "H", "H", "H", "H", "O", "H", "H", "C"], "positions_angstrom": [[0.350, 0.962, 2.149], [-0.462, 2.832, 0.244], [1.197, -2.073, 0.279], [0.014, -1.297, -2.036], [-0.661, -2.941, 0.118], [-0.394, 0.594, 1.498], [0.372, -0.450, -1.422], [1.233, -0.899, -0.298], [3.120, 0.050, -0.226], [-0.622, 0.073, -1.030], [-1.242, 3.299, -0.401], [-0.487, 3.321, 1.307], [0.454, 2.968, -0.279], [-0.003, -2.766, 1.787], [-0.841, 1.385, 0.412], [-0.550, -1.270, 0.985], [0.809, 0.280, -2.043], [-0.138, -2.322, 0.870]]}